The following is a quantum chemistry calculation of an isolated molecule of C6H11N at a distorted geometry, from the OMol25 dataset.

Highest occupied orbital energy = -7.57 eV
E_LUMO = 1.0 eV
SMILES = C=C/C(=C/C)NC
HOMO-LUMO gap = 0.316 Ha

Geometry as ORCA input:
```
! wB97M-V def2-TZVPD RIJCOSX def2/J DEFGRID3
* xyz 0 1
C 0.856 -1.819 -1.734
C 0.749 -0.544 -1.509
C -0.111 0.123 -0.454
C -1.201 -0.518 0.141
C -2.019 0.308 1.165
N 0.776 1.014 0.123
C 0.937 1.202 1.584
H 1.611 -2.165 -2.453
H 0.459 -2.583 -1.017
H 1.199 0.197 -2.146
H -1.601 -1.594 -0.135
H -1.303 0.629 1.952
H -2.838 -0.375 1.564
H -2.442 1.315 0.842
H 1.534 1.254 -0.461
H 1.949 1.566 1.645
H 0.597 0.304 2.174
H 0.139 1.841 2.023
*
```



The following is a quantum chemistry calculation of an isolated molecule of C6H11N, from the OMol25 dataset.

Highest occupied orbital energy = -9.36 eV
E_LUMO = 1.1 eV
SMILES = [H]/N=C/[C@H](C)CC=C
HOMO-LUMO gap = 0.385 Ha

Geometry as ORCA input:
```
! wB97M-V def2-TZVPD RIJCOSX def2/J DEFGRID3
* xyz 0 1
H -1.276 2.055 0.782
N -0.293 1.796 0.653
C -0.163 0.617 1.100
C 0.893 -0.337 0.632
C 2.235 0.280 0.240
C 0.134 -0.952 -0.610
C -1.384 -0.900 -0.528
C -2.117 0.100 -1.018
H -0.991 0.073 1.574
H 1.050 -1.122 1.384
H 2.883 -0.457 -0.250
H 2.082 1.123 -0.442
H 2.772 0.656 1.118
H 0.465 -1.984 -0.767
H 0.438 -0.353 -1.476
H -1.884 -1.690 0.035
H -1.649 0.924 -1.555
H -3.193 0.172 -0.872
*
```



The following is a quantum chemistry calculation of an isolated molecule of C6H11N at a distorted geometry, from the OMol25 dataset.

Highest occupied orbital energy = -8.11 eV
E_LUMO = 1.1 eV
SMILES = C=CNC/C=C/C
HOMO-LUMO gap = 0.339 Ha

Geometry as ORCA input:
```
! wB97M-V def2-TZVPD RIJCOSX def2/J DEFGRID3
* xyz 0 1
C 2.861 0.446 1.025
C 1.629 0.132 0.615
N 0.766 -0.749 1.274
C -0.669 -0.758 1.012
C -0.998 -0.526 -0.452
C -1.594 0.580 -0.876
C -1.883 0.828 -2.352
H 3.206 0.276 2.034
H 3.447 0.972 0.281
H 1.210 0.718 -0.207
H 1.184 -1.660 1.287
H -1.208 -0.106 1.703
H -1.034 -1.770 1.222
H -0.628 -1.341 -1.067
H -1.694 1.420 -0.203
H -2.581 0.103 -2.767
H -0.980 0.527 -2.908
H -2.186 1.840 -2.590
*
```



The following is a quantum chemistry calculation of an isolated molecule of C6H11N at a distorted geometry, from the OMol25 dataset.

Highest occupied orbital energy = -8.83 eV
E_LUMO = 1.0 eV
SMILES = C=CC(N)=C(C)C
HOMO-LUMO gap = 0.360 Ha

Geometry as ORCA input:
```
! wB97M-V def2-TZVPD RIJCOSX def2/J DEFGRID3
* xyz 0 1
C -1.905 -0.938 -1.443
C -1.467 0.270 -0.886
C -0.424 0.279 0.196
N -1.020 0.302 1.526
C 0.876 0.186 0.218
C 1.802 -0.099 1.376
C 1.630 0.128 -1.125
H -2.751 -0.827 -2.106
H -1.498 -1.936 -1.473
H -1.457 1.202 -1.580
H -1.022 -0.581 1.831
H -0.678 1.134 2.041
H 1.959 -1.144 1.603
H 2.723 0.333 1.152
H 1.479 0.383 2.243
H 2.542 0.691 -1.037
H 1.001 0.600 -1.956
H 1.769 -0.927 -1.415
*
```



The following is a quantum chemistry calculation of an isolated molecule of C6H11N at a distorted geometry, from the OMol25 dataset.

Highest occupied orbital energy = -8.48 eV
E_LUMO = 0.7 eV
HOMO-LUMO gap = 0.337 Ha

Geometry as ORCA input:
```
! wB97M-V def2-TZVPD RIJCOSX def2/J DEFGRID3
* xyz 0 1
C 0.138 -0.083 -2.697
C 0.505 0.340 -1.276
C -0.292 -0.418 -0.217
C -0.034 0.012 1.230
C -0.676 -0.875 2.293
C 0.949 0.985 1.577
N 1.647 1.891 1.876
H 0.708 0.489 -3.436
H 0.349 -1.146 -2.868
H -0.927 0.081 -2.899
H 1.578 0.185 -1.104
H 0.326 1.415 -1.153
H -1.370 -0.309 -0.408
H -0.099 -1.502 -0.335
H -0.217 1.495 1.474
H -1.768 -0.840 2.204
H -0.395 -1.939 2.194
H -0.394 -0.565 3.301
*
```



The following is a quantum chemistry calculation of a cluster of 2 separate species, C6H11N in total at a distorted geometry, from the OMol25 dataset.

Highest occupied orbital energy (spin up / spin down) = -8.51 / -8.45 eV
E_LUMO (spin up / spin down) = -0.6 / 0.3 eV
HOMO-LUMO gap (spin up / spin down) = 0.290 / 0.321 Ha

Geometry as ORCA input:
```
! wB97M-V def2-TZVPD RIJCOSX def2/J DEFGRID3
* xyz 0 1
C 2.126 -0.017 0.022
C 0.969 -0.989 0.226
C -0.386 -0.359 0.442
C -1.569 -1.293 0.466
C -0.922 1.761 -1.243
C -0.501 0.872 1.039
N -0.684 2.039 1.169
H 2.000 0.559 -0.901
H 3.074 -0.559 -0.051
H 2.204 0.691 0.854
H 1.186 -1.643 1.086
H 0.890 -1.663 -0.638
H -1.485 -2.013 1.292
H -2.515 -0.758 0.584
H -1.609 -1.873 -0.463
H -1.757 1.312 -0.745
H 0.102 1.673 -0.945
H -1.122 2.259 -2.193
*
```



The following is a quantum chemistry calculation of an isolated molecule of C6H11N, from the OMol25 dataset.

Highest occupied orbital energy = -8.43 eV
E_LUMO = 1.0 eV
SMILES = CC=C=NCCC
HOMO-LUMO gap = 0.348 Ha

Geometry as ORCA input:
```
! wB97M-V def2-TZVPD RIJCOSX def2/J DEFGRID3
* xyz 0 1
C 0.565 1.226 2.602
C 0.929 1.256 1.140
C 1.175 0.156 0.469
N 1.408 -0.893 -0.117
C 0.307 -1.649 -0.725
C -1.009 -0.912 -0.979
C -0.891 0.210 -2.010
H 1.336 1.713 3.208
H -0.384 1.742 2.781
H 0.458 0.195 2.955
H 0.994 2.205 0.615
H 0.130 -2.503 -0.061
H 0.690 -2.052 -1.668
H -1.420 -0.521 -0.039
H -1.715 -1.672 -1.335
H -1.823 0.778 -2.098
H -0.650 -0.196 -2.999
H -0.101 0.917 -1.738
*
```



The following is a quantum chemistry calculation of an isolated molecule of C6H11N at a distorted geometry, from the OMol25 dataset.

Highest occupied orbital energy = -7.44 eV
E_LUMO = 0.9 eV
SMILES = C=C/C(=C/C)NC
HOMO-LUMO gap = 0.307 Ha

Geometry as ORCA input:
```
! wB97M-V def2-TZVPD RIJCOSX def2/J DEFGRID3
* xyz 0 1
C -1.325 -1.847 -1.239
C -0.345 -1.409 -0.455
C -0.213 0.000 -0.032
C -0.186 1.068 -0.868
C 1.000 1.997 -1.035
N 0.597 0.156 1.143
C 0.046 -0.625 2.270
H -1.416 -2.847 -1.628
H -1.965 -1.096 -1.691
H 0.584 -1.971 -0.400
H -0.986 1.335 -1.554
H 1.891 1.436 -1.318
H 1.151 2.695 -0.214
H 0.836 2.605 -1.928
H 0.506 1.123 1.421
H 0.769 -0.511 3.073
H 0.065 -1.681 1.994
H -1.010 -0.426 2.460
*
```



The following is a quantum chemistry calculation of a structure of composition C6H11N2 at a distorted geometry, from the OMol25 dataset.

Highest occupied orbital energy = -11.82 eV
E_LUMO = -8.0 eV
HOMO-LUMO gap = 0.142 Ha

Geometry as ORCA input:
```
! wB97M-V def2-TZVPD RIJCOSX def2/J DEFGRID3
* xyz 1 1
C -0.978 3.131 -0.454
C -0.847 1.995 0.637
C 0.307 1.721 -0.069
C 1.026 -1.638 -0.950
C 0.492 -1.596 -2.090
N -0.777 -0.882 1.300
C 0.014 -2.055 0.966
N 1.242 -1.613 0.320
H -1.477 2.635 -1.283
H -1.619 3.939 -0.093
H -0.150 3.741 -0.809
H -0.961 2.372 1.637
H -0.565 -0.503 2.219
H 0.562 0.810 -0.663
H 1.270 2.258 -0.126
H 0.756 -1.819 -3.109
H -0.896 -0.063 0.695
H -0.602 -2.702 0.326
H 0.312 -2.648 1.827
*
```



The following is a quantum chemistry calculation of the ion C6H11N2O with charge +1 at a distorted geometry, from the OMol25 dataset.

Highest occupied orbital energy = -12.42 eV
E_LUMO = -4.1 eV
HOMO-LUMO gap = 0.304 Ha

Geometry as ORCA input:
```
! wB97M-V def2-TZVPD RIJCOSX def2/J DEFGRID3
* xyz 1 1
C -0.728 -1.318 0.099
C -0.380 1.715 -0.258
C 0.784 1.289 0.563
C -1.675 0.989 0.152
C 2.449 -0.478 -0.854
C 1.568 0.133 0.135
N -1.696 -0.481 0.065
N -0.850 -2.640 0.138
O 2.390 -0.739 0.557
H -0.414 2.803 -0.101
H -0.178 1.515 -1.229
H 1.618 2.056 0.532
H 0.592 1.134 1.688
H -1.761 1.080 1.173
H -2.575 1.292 -0.302
H 2.048 -1.211 -1.556
H 3.325 0.068 -1.271
H -2.705 -0.750 0.289
H -0.062 -3.234 0.222
H -1.751 -3.223 -0.042
*
```



The following is a quantum chemistry calculation of a cluster of 2 separate species, C6H11N2OS in total at a distorted geometry, from the OMol25 dataset.

Highest occupied orbital energy (spin up / spin down) = -12.65 / -12.99 eV
E_LUMO (spin up / spin down) = -5.7 / -5.1 eV
HOMO-LUMO gap (spin up / spin down) = 0.257 / 0.291 Ha

Geometry as ORCA input:
```
! wB97M-V def2-TZVPD RIJCOSX def2/J DEFGRID3
* xyz 1 1
C -0.285 -1.032 -0.387
C 0.721 -0.111 -0.330
C -1.267 0.916 -0.056
C -2.245 2.031 -0.030
C -2.846 -0.902 0.028
C 3.880 -1.533 0.441
N -1.519 -0.365 -0.233
N 0.132 1.081 -0.040
O 3.977 1.007 0.194
S 3.632 -0.103 -0.637
H -0.028 -2.036 -0.779
H -1.602 2.882 0.051
H -2.726 2.321 -0.943
H -2.799 1.949 0.811
H -3.519 -0.206 -0.414
H -2.970 -1.937 -0.234
H -2.950 -0.979 1.045
H 3.390 -2.266 -0.129
H 3.496 -1.234 1.380
H 4.926 -1.543 0.400
H 0.601 2.058 -0.136
*
```



The following is a quantum chemistry calculation of an isolated molecule of C6H11N2P at a distorted geometry, from the OMol25 dataset.

Highest occupied orbital energy (spin up / spin down) = -4.86 / -8.99 eV
E_LUMO (spin up / spin down) = 0.4 / -1.5 eV
Expectation value of S² = 2.020
HOMO-LUMO gap (spin up / spin down) = 0.194 / 0.276 Ha

Geometry as ORCA input:
```
! wB97M-V def2-TZVPD RIJCOSX def2/J DEFGRID3
* xyz 0 3
C -3.237 -0.863 -2.555
C -0.477 -0.570 -0.388
C 0.981 1.515 0.158
C 1.834 -0.892 0.187
C 0.045 -0.131 1.814
C 0.571 -0.022 0.402
N -2.297 -1.334 -1.690
N -1.365 -0.718 -1.170
P -3.598 0.623 -3.245
H -3.962 -1.682 -2.612
H 0.229 2.119 0.735
H 1.944 1.587 0.763
H 1.234 1.643 -1.001
H 2.516 -0.571 -0.687
H 1.674 -1.989 -0.072
H 2.525 -0.734 1.070
H -0.508 0.670 2.114
H 0.821 -0.110 2.501
H -0.650 -1.048 1.959
H -4.867 0.186 -3.642
*
```